1.
ORCA calculation (ωB97M-V with the def2-TZVPD basis set) on a cluster of 11 separate species, C51H119N9O11 in total in a non-equilibrium geometry.

Calculated values
- gap between HOMO and LUMO (eV) = 8.4
- maximum force (eV/Å) = 3.444

```
! wB97M-V def2-TZVPD RIJCOSX def2/J DEFGRID3
* xyz 0 1
C -0.14 -6.57 2.02
C 1.08 -6.64 2.94
C 0.65 -7.35 4.30
C 2.17 -7.55 2.24
C 3.55 -7.49 2.89
C 3.98 -6.06 2.72
C 3.06 -5.09 3.57
C 3.04 -5.29 5.04
C 3.47 -3.62 3.27
N 1.68 -5.26 3.00
O 0.75 -4.49 3.79
H -0.77 -7.46 2.00
H -0.86 -5.82 2.37
H 0.21 -6.37 1.03
H -0.07 -8.14 4.04
H 1.51 -7.74 4.91
H 0.07 -6.64 4.91
H 1.74 -8.56 2.13
H 2.32 -7.15 1.23
H 3.56 -7.76 3.97
H 4.24 -8.20 2.38
H 3.92 -5.92 1.62
H 5.05 -5.92 2.94
H 3.95 -4.90 5.49
H 2.98 -6.36 5.30
H 2.13 -4.81 5.42
H 2.84 -2.95 3.89
H 3.37 -3.29 2.23
H 4.53 -3.50 3.50
H 0.70 -3.68 3.30
C -2.35 -0.21 3.39
C -2.03 -0.80 2.01
C -2.94 -1.97 1.86
C -2.36 0.31 1.00
C -1.80 -0.04 -0.43
C -0.29 -0.27 -0.29
C 0.02 -1.44 0.64
C -0.38 -2.76 -0.17
C 1.54 -1.55 0.96
N -0.58 -1.11 1.93
O -0.24 -2.10 2.85
H -1.97 0.82 3.47
H -3.43 -0.23 3.56
H -1.95 -0.90 4.18
H -2.79 -2.54 2.75
H -3.97 -1.59 1.78
H -2.78 -2.54 0.96
H -3.41 0.50 0.87
H -1.88 1.24 1.39
H -2.41 -0.86 -0.83
H -1.99 0.83 -1.05
H 0.33 0.60 0.05
H 0.21 -0.52 -1.24
H 0.24 -2.86 -1.07
H -1.39 -2.93 -0.52
H -0.10 -3.66 0.39
H 1.83 -0.59 1.41
H 2.03 -1.69 0.00
H 1.70 -2.36 1.68
H 0.25 -1.64 3.53
C 2.00 -0.92 -3.03
C 1.35 -1.59 -4.29
C 1.61 -0.64 -5.48
C 2.04 -2.92 -4.50
C 1.32 -3.66 -5.60
C -0.12 -3.98 -5.16
C -0.92 -2.70 -4.92
C -1.51 -2.01 -6.16
C -2.08 -3.07 -4.03
N -0.06 -1.81 -4.09
O -0.74 -0.63 -3.78
H 3.04 -0.66 -3.14
H 1.45 0.03 -2.88
H 1.96 -1.56 -2.15
H 2.69 -0.63 -5.79
H 1.01 -0.94 -6.34
H 1.33 0.35 -5.18
H 3.12 -2.72 -4.62
H 2.00 -3.63 -3.65
H 1.39 -2.96 -6.44
H 1.87 -4.53 -5.97
H 0.01 -4.58 -4.23
H -0.73 -4.57 -5.84
H -0.84 -1.71 -7.00
H -1.97 -1.08 -5.84
H -2.26 -2.63 -6.68
H -2.71 -2.19 -3.95
H -1.65 -3.18 -3.02
H -2.60 -3.99 -4.27
H -1.06 -0.65 -2.88
C 3.00 4.29 3.58
C 2.30 5.10 2.44
C 1.83 6.50 2.88
C 3.22 5.15 1.16
C 2.46 5.73 -0.05
C 1.32 4.80 -0.40
C 0.34 4.72 0.80
C -0.51 6.03 0.87
C -0.69 3.59 0.46
N 1.11 4.31 1.98
O 0.34 3.96 3.03
H 2.41 4.35 4.50
H 3.07 3.24 3.35
H 3.98 4.65 3.76
H 0.95 6.49 3.51
H 2.61 7.04 3.47
H 1.56 7.09 2.02
H 4.12 5.64 1.49
H 3.65 4.16 0.83
H 2.18 6.72 0.28
H 3.10 5.97 -0.88
H 1.83 3.84 -0.59
H 0.76 5.12 -1.29
H 0.11 6.90 0.57
H -0.98 6.27 1.83
H -1.30 6.03 0.10
H -0.12 2.67 0.53
H -1.08 3.76 -0.53
H -1.50 3.55 1.22
H -0.28 4.69 3.29
C -2.27 2.12 -5.83
C -2.40 2.55 -4.36
C -3.20 1.47 -3.62
C -0.98 2.70 -3.65
C -0.19 3.94 -4.03
C -1.07 5.17 -3.62
C -2.46 5.19 -4.33
C -3.36 6.26 -3.60
C -2.37 5.55 -5.86
N -3.08 3.84 -4.20
O -4.43 3.75 -4.56
H -1.50 1.33 -5.87
H -3.23 1.71 -6.16
H -1.91 2.96 -6.47
H -4.14 1.30 -4.11
H -2.85 0.41 -3.64
H -3.33 1.73 -2.58
H -1.07 2.84 -2.60
H -0.42 1.79 -3.78
H 0.77 3.96 -3.56
H 0.01 4.00 -5.11
H -0.60 6.11 -3.94
H -1.03 5.03 -2.54
H -2.97 7.28 -3.64
H -3.62 5.97 -2.57
H -4.34 6.36 -4.05
H -2.96 4.82 -6.43
H -1.36 5.46 -6.21
H -2.76 6.56 -5.98
H -4.44 3.96 -5.52
N 1.16 1.78 5.63
C 0.87 0.82 4.65
N 0.89 1.20 3.35
O 0.69 -0.33 4.98
H 1.12 1.51 6.59
H 1.25 2.72 5.38
H 0.60 2.14 3.10
H 0.46 0.46 2.72
N -3.12 4.86 5.72
C -1.97 4.60 4.83
N -1.75 3.25 4.62
O -1.39 5.57 4.33
H -3.85 4.17 5.57
H -3.36 5.82 5.88
H -2.22 2.60 5.22
H -0.93 2.93 4.21
C -5.96 0.76 1.05
O -7.38 0.73 1.33
H -5.51 -0.22 0.96
H -5.85 1.34 0.16
H -5.46 1.26 1.91
H -7.82 0.18 0.70
C 5.26 -1.66 0.45
O 5.13 -0.29 0.03
H 5.78 -2.12 -0.40
H 5.70 -2.01 1.38
H 4.29 -2.18 0.40
H 4.39 0.21 0.42
C -2.67 -5.72 -0.72
O -3.46 -4.72 -1.30
H -2.92 -5.82 0.34
H -2.79 -6.75 -1.08
H -1.58 -5.53 -0.78
H -3.12 -4.56 -2.17
C 3.94 0.40 2.95
O 3.52 1.18 1.82
H 4.97 0.22 2.68
H 3.82 0.92 3.90
H 3.55 -0.67 2.87
H 2.66 1.62 1.97
*
```



2.
ORCA calculation (ωB97M-V with the def2-TZVPD basis set) on a cluster of 12 separate species, C51H124N12O7 in total in a non-equilibrium geometry.

Calculated values
- ⟨S²⟩ = 0.75
- gap between HOMO and LUMO (alpha / beta) (eV) = 8.3 / 4.1
- maximum force (eV/Å) = 4.895

```
! wB97M-V def2-TZVPD RIJCOSX def2/J DEFGRID3
* xyz 1 2
C -2.02 -36.40 23.01
C -1.95 -36.01 21.56
N -3.04 -36.43 20.77
C -4.38 -35.85 20.85
C -4.41 -34.33 21.13
C -3.15 -37.93 20.76
C -4.17 -38.52 19.74
H -2.17 -37.46 23.20
H -2.60 -35.73 23.65
H -1.04 -36.20 23.46
H -2.08 -34.94 21.41
H -0.98 -36.24 21.12
H -5.03 -35.95 19.97
H -4.85 -36.31 21.71
H -4.07 -33.69 20.32
H -5.46 -34.06 21.25
H -3.90 -33.92 22.01
H -3.44 -38.36 21.72
H -2.25 -38.40 20.35
H -5.17 -38.47 20.18
H -3.95 -39.57 19.59
H -4.07 -38.07 18.75
C 0.54 -30.78 17.50
C 1.36 -32.05 17.16
N 0.91 -33.11 18.13
C 0.79 -32.78 19.60
C 2.19 -32.49 20.19
C 1.50 -34.38 17.79
C 0.68 -35.51 18.45
H -0.51 -31.04 17.66
H 0.61 -30.12 16.64
H 0.80 -30.32 18.45
H 1.36 -32.36 16.11
H 2.39 -31.87 17.46
H 0.28 -31.84 19.77
H 0.25 -33.51 20.20
H 2.71 -33.42 20.44
H 2.71 -31.70 19.65
H 1.91 -32.08 21.16
H 2.53 -34.17 18.06
H 1.41 -34.51 16.71
H 0.99 -36.47 18.04
H -0.39 -35.32 18.35
H 1.05 -35.48 19.47
C -5.03 -28.87 14.79
C -4.21 -30.11 14.29
N -4.58 -31.26 15.16
C -4.59 -31.01 16.61
C -3.10 -30.91 17.17
C -3.92 -32.58 14.92
C -4.14 -33.10 13.53
H -6.03 -29.06 15.19
H -5.09 -28.02 14.11
H -4.68 -28.53 15.76
H -4.43 -30.29 13.24
H -3.13 -30.03 14.13
H -5.12 -30.08 16.78
H -5.16 -31.78 17.14
H -3.13 -30.57 18.21
H -2.60 -31.87 17.08
H -2.58 -30.11 16.63
H -4.28 -33.25 15.71
H -2.88 -32.56 15.23
H -3.80 -34.14 13.65
H -3.47 -32.63 12.81
H -5.10 -32.99 13.03
C 1.71 -35.51 23.10
C 1.98 -34.06 23.58
N 0.88 -33.43 24.38
C -0.16 -32.90 23.39
C -1.44 -32.64 24.03
C 1.47 -32.34 25.20
C 0.94 -32.40 26.56
H 1.12 -35.50 22.18
H 1.28 -36.12 23.89
H 2.66 -36.03 22.97
H 2.84 -34.29 24.22
H 2.49 -33.44 22.85
H -0.34 -33.61 22.58
H 0.25 -32.02 22.89
H -2.25 -32.57 23.31
H -1.42 -31.63 24.43
H -1.92 -33.31 24.75
H 2.55 -32.49 25.25
H 1.47 -31.48 24.54
H -0.07 -32.78 26.70
H 1.59 -32.96 27.24
H 1.13 -31.39 26.90
C 5.23 -32.07 18.10
C 6.71 -31.98 17.63
N 7.49 -33.28 17.49
C 7.19 -34.10 16.26
C 5.80 -34.72 16.44
C 8.90 -32.97 17.72
C 9.39 -31.94 16.61
H 4.51 -31.91 17.30
H 5.11 -31.41 18.96
H 5.03 -33.07 18.49
H 6.79 -31.36 16.73
H 7.17 -31.27 18.32
H 7.23 -33.49 15.36
H 7.94 -34.88 16.13
H 4.97 -34.04 16.24
H 5.43 -35.52 15.80
H 5.74 -34.93 17.50
H 9.50 -33.87 17.57
H 9.04 -32.49 18.69
H 10.34 -31.45 16.82
H 8.67 -31.19 16.30
H 9.55 -32.47 15.67
C 5.77 -40.35 20.54
C 4.69 -40.05 19.55
O 3.95 -40.91 19.07
N 4.56 -38.77 19.12
C 3.60 -38.27 18.15
H 6.65 -40.72 20.01
H 5.69 -41.20 21.22
H 5.94 -39.62 21.33
H 5.21 -38.05 19.38
H 2.60 -38.43 18.53
H 3.71 -38.74 17.17
H 3.77 -37.19 18.07
C 3.35 -32.80 13.96
C 1.99 -32.25 13.61
O 1.79 -31.04 13.68
N 1.00 -33.06 13.25
C -0.42 -32.69 13.22
H 3.70 -32.71 15.00
H 4.12 -32.32 13.35
H 3.37 -33.87 13.77
H 0.98 -34.06 13.14
H -0.77 -32.52 12.20
H -0.64 -31.74 13.70
H -1.06 -33.50 13.57
C -1.01 -36.14 15.44
C 0.28 -36.54 14.86
O 1.08 -35.81 14.29
N 0.58 -37.86 14.93
C 1.59 -38.41 14.09
H -1.42 -36.97 16.01
H -1.70 -35.77 14.68
H -0.99 -35.40 16.23
H -0.03 -38.49 15.43
H 1.60 -39.48 14.30
H 2.54 -37.94 14.34
H 1.33 -38.41 13.04
C -1.48 -42.08 21.33
C -0.85 -41.80 20.01
O -0.63 -42.72 19.26
N -0.75 -40.45 19.70
C -0.39 -39.90 18.45
H -2.25 -42.84 21.18
H -2.07 -41.27 21.75
H -0.75 -42.28 22.11
H -1.43 -39.98 20.29
H 0.27 -40.57 17.90
H 0.10 -38.92 18.35
H -1.31 -39.94 17.88
C -1.82 -24.00 19.65
C -1.67 -25.46 20.00
O -1.65 -25.83 21.16
N -1.39 -26.18 18.88
C -1.12 -27.66 18.75
H -2.20 -23.79 18.65
H -0.80 -23.63 19.71
H -2.34 -23.41 20.42
H -1.64 -25.77 17.99
H -0.38 -27.98 19.49
H -0.81 -27.80 17.72
H -2.09 -28.15 18.87
C -1.92 -29.80 21.51
C -3.18 -29.47 22.26
O -4.06 -30.24 22.51
N -3.25 -28.21 22.62
C -4.44 -27.59 23.12
H -1.10 -29.08 21.48
H -2.19 -30.19 20.52
H -1.37 -30.65 21.92
H -2.62 -27.59 22.13
H -5.11 -28.23 23.69
H -5.10 -27.34 22.29
H -4.35 -26.67 23.71
C -0.69 -25.90 14.45
C -1.90 -26.63 15.08
O -2.71 -25.94 15.70
N -2.01 -27.92 14.97
C -0.91 -28.84 14.47
H -1.10 -24.98 14.03
H -0.14 -26.48 13.70
H -0.03 -25.63 15.27
H -2.85 -28.35 15.34
H -1.06 -28.90 13.39
H -1.05 -29.79 14.99
H 0.11 -28.52 14.68
*
```



| no. | calculated total energy (eV) |
| --- | --- |
| 1 | -90744.08775 |
| 2 | -87100.07346 |